Entry 1:
ORCA calculation (ωB97M-V with the def2-TZVPD basis set) on a molecular structure, C11H25DyINO2P2 at a distorted geometry.

Results
Multiplicity: 6
Energy (hartree): -2504.79481
Total charge: 0
F_max (eV Å⁻¹): 2.64

Last column: Löwdin charge in e.
Positions of all 43 atoms, in Å:
C (-0.51, -0.95, -3.18)  -0.026
C (0.05, -0.69, -1.93)  -0.288
N (-0.74, -0.64, -0.82)  -0.010
C (-2.08, -0.79, -0.93)  -0.298
C (-2.68, -1.00, -2.17)  -0.027
C (-1.89, -1.09, -3.32)  -0.043
C (1.57, -0.45, -1.79)  -0.260
P (2.22, -0.89, -0.11)  0.708
Dy (0.29, -0.06, 1.41)  0.330
P (-2.26, 0.31, 1.71)  0.677
C (-2.95, -0.77, 0.35)  -0.267
O (2.53, 2.36, -1.95)  -0.115
O (2.29, 3.02, 0.63)  -0.200
H (0.17, -1.02, -4.03)  0.117
H (-3.76, -1.10, -2.20)  0.112
H (-2.34, -1.28, -4.30)  0.116
C (2.52, -2.67, 0.01)  -0.272
C (3.76, 0.00, 0.19)  -0.252
H (-3.98, -0.41, 0.16)  0.090
H (-2.98, -1.79, 0.78)  0.097
H (1.83, 0.64, -1.97)  0.070
H (2.13, -1.10, -2.49)  0.095
C (-2.83, -0.33, 3.29)  -0.273
C (-2.86, 1.99, 1.48)  -0.270
H (1.37, 2.56, 0.63)  -0.079
H (2.64, 2.91, 1.53)  0.030
H (2.61, 2.75, -1.05)  0.003
H (1.92, 2.97, -2.43)  0.070
H (-0.13, -1.93, 1.82)  -0.164
H (0.31, 1.70, 0.51)  -0.100
H (3.32, -2.98, -0.67)  0.045
H (2.78, -2.91, 1.05)  0.053
H (1.59, -3.22, -0.20)  0.043
H (4.51, -0.29, -0.55)  0.053
H (3.59, 1.07, 0.15)  0.020
H (4.11, -0.23, 1.20)  0.051
H (-3.94, 2.06, 1.60)  0.045
H (-2.35, 2.63, 2.22)  0.055
H (-2.53, 2.36, 0.50)  0.045
H (-3.92, -0.24, 3.39)  0.045
H (-2.52, -1.37, 3.40)  0.043
H (-2.34, 0.22, 4.10)  0.044
I (1.48, 0.63, 3.96)  -0.114


Entry 2:
ORCA calculation (ωB97M-V with the def2-TZVPD basis set) on C3H6OS in the gas phase at a distorted geometry.

Results
Energy above the lowest of the compared OMol25 structures with the same formula, charge and spin (kcal per mole): 55.1
Energy (hartree): -591.24525
Total charge: 0
F_max (eV Å⁻¹): 4.40

Last column: Löwdin charge in e.
Positions of all 11 atoms, in Å:
O (-0.14, -2.17, 1.14)  0.030
C (0.38, -1.91, 0.05)  -0.258
C (-0.10, -0.70, -0.65)  -0.252
C (0.55, 0.41, 0.23)  -0.542
S (-0.25, 1.97, -0.28)  0.691
H (0.99, -2.62, -0.40)  0.099
H (-1.27, -0.51, -0.41)  0.149
H (-0.34, -0.50, -1.76)  0.123
H (0.19, 0.20, 1.29)  0.100
H (1.58, 0.48, 0.20)  0.040
H (-1.04, 1.98, -1.32)  -0.181


Entry 3:
ORCA calculation (ωB97M-V with the def2-TZVPD basis set) on C3H7NO2 in the gas phase.

Results
Energy above the lowest of the compared OMol25 structures with the same formula, charge and spin (kcal per mole): 20.1
Energy (hartree): -323.74887
Total charge: 0
F_max (eV Å⁻¹): 0.47

Last column: Löwdin charge in e.
Positions of all 13 atoms, in Å:
O (-1.30, -0.58, 1.45)  -0.071
C (-1.31, -0.64, 0.05)  -0.271
C (-0.52, 0.48, -0.63)  -0.158
N (0.93, 0.26, -0.71)  0.024
C (1.74, 0.25, 0.37)  -0.336
O (1.37, 0.25, 1.53)  0.012
H (-0.39, -0.38, 1.73)  0.048
H (-2.35, -0.55, -0.27)  0.116
H (-0.94, -1.61, -0.33)  0.120
H (-0.71, 1.41, -0.08)  0.132
H (-0.87, 0.61, -1.66)  0.120
H (1.36, 0.25, -1.62)  0.131
H (2.81, 0.24, 0.10)  0.135


Entry 4:
ORCA calculation (ωB97M-V with the def2-TZVPD basis set) on a molecular structure, C7H8N at a distorted geometry.

Results
Multiplicity: 3
Energy above the lowest of the compared OMol25 structures with the same formula, charge and spin (kcal per mole): 46.9
Energy (hartree): -325.68500
Total charge: +1
F_max (eV Å⁻¹): 5.67

Last column: Löwdin charge in e.
Positions of all 16 atoms, in Å:
C (-0.13, -2.19, -0.17)  -0.090
C (0.00, -1.69, -1.41)  0.034
C (1.33, -0.60, 0.88)  -0.074
C (1.65, -0.01, -0.28)  0.024
C (-0.12, -1.09, 0.84)  0.034
C (0.21, -0.21, -0.91)  -0.199
C (-0.89, 0.39, -0.41)  -0.119
N (-0.83, 1.58, 0.44)  0.227
H (-0.37, -3.22, 0.06)  0.117
H (-0.36, -1.93, -2.41)  0.126
H (1.84, -0.82, 1.80)  0.108
H (2.42, 0.63, -0.68)  0.114
H (-1.90, 0.02, -0.64)  0.167
H (-1.46, 2.33, 0.35)  0.155
H (0.24, 1.85, 0.56)  0.230
H (-1.12, 1.10, 1.27)  0.146


Entry 5:
ORCA calculation (ωB97M-V with the def2-TZVPD basis set) on C30H30Cl2N2O2S in the gas phase at a distorted geometry.

Results
Energy above the lowest of the compared OMol25 structures with the same formula, charge and spin (kcal per mole): 0.0
Energy (hartree): -2739.71396
Total charge: 0
F_max (eV Å⁻¹): 1.87

Last column: Löwdin charge in e.
Positions of all 67 atoms, in Å:
C (-2.34, 4.89, -0.79)  -0.164
C (-3.78, 4.92, -1.27)  -0.157
N (-4.34, 3.60, -1.29)  -0.095
C (-5.76, 3.32, -1.22)  -0.128
C (-5.82, 1.77, -1.10)  -0.088
C (-4.40, 1.34, -0.95)  -0.145
C (-3.77, 0.18, -0.56)  -0.017
C (-2.35, 0.10, -0.61)  -0.197
C (-1.64, -1.01, 0.16)  -0.291
C (-0.28, -1.44, -0.41)  -0.185
C (-0.14, -2.73, -0.96)  0.041
C (1.10, -3.17, -1.40)  -0.139
C (2.19, -2.30, -1.23)  -0.157
N (3.37, -2.96, -1.34)  -0.095
C (4.55, -2.47, -0.68)  -0.156
C (4.64, -0.95, -0.84)  -0.148
C (3.33, -0.18, -0.60)  -0.128
C (2.09, -0.99, -0.76)  -0.149
C (0.81, -0.56, -0.38)  -0.019
C (3.17, -4.37, -1.62)  -0.127
C (1.64, -4.48, -1.87)  -0.092
C (-1.63, 1.16, -1.18)  0.020
C (-2.21, 2.44, -1.28)  -0.141
C (-3.60, 2.47, -1.22)  -0.161
C (-1.51, 3.75, -1.40)  -0.138
H (-1.87, 5.86, -1.00)  0.111
H (-2.35, 4.77, 0.30)  0.119
H (-4.40, 5.56, -0.63)  0.123
H (-3.83, 5.37, -2.28)  0.122
H (-6.21, 3.82, -0.35)  0.118
H (-6.27, 3.68, -2.12)  0.118
H (-6.45, 1.46, -0.26)  0.115
H (-6.27, 1.37, -2.03)  0.120
H (-4.35, -0.65, -0.17)  0.104
H (-2.28, -1.90, 0.14)  0.130
H (-1.02, -3.37, -1.04)  0.126
H (4.53, -2.72, 0.40)  0.104
H (5.42, -2.97, -1.11)  0.127
H (5.41, -0.58, -0.16)  0.111
H (4.99, -0.74, -1.86)  0.112
H (3.32, 0.23, 0.42)  0.105
H (3.31, 0.68, -1.28)  0.123
H (0.66, 0.48, -0.09)  0.121
H (3.75, -4.67, -2.49)  0.118
H (3.49, -5.00, -0.78)  0.120
H (1.19, -5.33, -1.35)  0.118
H (1.49, -4.61, -2.95)  0.119
H (-0.61, 1.01, -1.52)  0.110
H (-1.31, 3.97, -2.46)  0.123
H (-0.54, 3.70, -0.89)  0.116
Cl (5.82, -0.22, 3.97)  0.698
C (4.20, -0.42, 3.45)  -0.683
C (3.81, -1.59, 2.79)  -0.102
C (2.46, -1.80, 2.48)  -0.053
C (1.50, -0.85, 2.83)  -0.241
S (-0.32, -1.28, 2.87)  0.716
C (-1.59, -0.53, 1.60)  -0.633
Cl (-3.18, -0.68, 2.38)  0.710
O (-0.38, -2.72, 2.67)  -0.328
O (-0.70, -0.67, 4.13)  -0.359
C (1.90, 0.36, 3.41)  -0.056
C (3.25, 0.58, 3.72)  -0.090
H (4.56, -2.34, 2.56)  0.100
H (2.15, -2.72, 1.99)  0.123
H (-1.30, 0.53, 1.66)  0.097
H (1.16, 1.12, 3.64)  0.118
H (3.57, 1.49, 4.21)  0.108